# 1
Entry from the OMol25 dataset: a 10-piece molecular cluster, C22H68N14O10 overall (ωB97M-V with the def2-TZVPD basis set).

Cartesian coordinates (Å):
C: -11.54934 -12.75985 -2.48879
O: -12.16746 -12.62434 -1.26939
H: -10.71604 -12.05908 -2.43746
H: -11.29647 -13.79830 -2.70272
H: -12.24753 -12.33287 -3.20874
H: -13.12026 -12.69023 -1.36662
C: -11.74821 -10.27545 -8.12657
O: -12.03183 -10.85086 -9.08870
N: -11.79229 -8.98126 -8.15577
N: -11.39686 -10.74297 -6.97708
H: -11.82172 -8.39562 -7.33342
H: -11.80224 -8.61327 -9.09629
H: -11.08627 -10.26115 -6.14553
H: -11.52901 -11.74425 -6.98552
C: -15.91728 -5.57047 -4.41973
O: -16.75729 -6.40115 -4.67447
N: -16.09649 -4.35327 -3.91896
N: -14.59066 -5.65553 -4.55908
H: -17.01752 -3.95077 -4.01798
H: -15.30383 -3.84257 -3.55705
H: -14.05884 -4.89924 -4.15252
H: -14.23019 -6.50611 -4.96735
C: -11.19440 -8.98726 -3.61833
O: -10.80618 -9.80698 -4.42464
N: -12.19151 -8.17949 -3.81193
N: -10.58097 -8.67503 -2.54587
H: -12.49757 -7.50053 -3.12970
H: -12.67620 -8.20576 -4.69765
H: -11.12898 -8.24559 -1.81418
H: -9.77953 -9.23887 -2.30116
C: -14.93915 -8.31776 -6.81782
O: -14.14962 -7.89299 -6.02569
N: -14.63410 -9.08293 -7.76011
N: -16.20741 -8.10394 -6.80040
H: -13.66266 -9.31101 -7.91626
H: -15.43338 -9.41761 -8.27901
H: -16.71285 -8.37955 -7.63025
H: -16.52782 -7.42219 -6.12761
C: -9.17167 -13.12142 -4.92297
O: -10.17281 -13.22956 -5.60969
N: -8.18115 -13.96566 -4.84409
N: -8.87032 -12.06451 -4.27744
H: -8.22987 -14.89652 -5.23296
H: -7.40933 -13.67586 -4.26063
H: -9.63129 -11.40049 -4.26681
H: -8.18291 -11.99614 -3.54063
C: -7.68821 -10.09589 -1.37488
C: -6.41808 -10.88504 -1.55049
C: -5.74426 -11.28093 -0.20527
O: -5.30739 -10.09261 0.43331
C: -5.07743 -10.34355 1.79761
N: -6.81288 -12.15075 -2.16600
H: -7.80188 -9.57019 -2.32294
H: -7.56754 -9.28401 -0.65766
H: -8.60270 -10.63470 -1.12689
H: -5.72770 -10.37321 -2.22093
H: -4.90164 -11.95420 -0.36281
H: -6.54640 -11.73782 0.37430
H: -4.81159 -9.42332 2.31779
H: -4.29664 -11.10333 1.83209
H: -5.95248 -10.80217 2.25810
H: -6.81230 -12.86757 -1.45449
H: -6.28182 -12.42344 -2.98068
C: -10.11603 -6.52381 0.30643
C: -11.40760 -7.34651 0.45067
C: -12.13505 -7.14161 1.75658
O: -13.04645 -8.23643 1.76013
C: -14.14686 -7.97006 2.61248
N: -12.18116 -7.12872 -0.80221
H: -10.15217 -5.44441 0.45377
H: -9.69384 -6.62973 -0.69288
H: -9.34569 -6.89531 0.98219
H: -11.06081 -8.37941 0.41956
H: -12.51720 -6.12118 1.78472
H: -11.54106 -7.20770 2.66812
H: -14.81168 -8.82245 2.47267
H: -14.86060 -7.19607 2.33033
H: -13.80747 -7.81792 3.63706
H: -13.06445 -7.60245 -0.67781
H: -12.35524 -6.13410 -0.77933
C: -16.91565 -12.91160 -4.82628
C: -16.15078 -11.66278 -5.47745
C: -15.03268 -11.19846 -4.58804
O: -15.66894 -10.75532 -3.34092
C: -15.12059 -9.48765 -2.87354
N: -15.65656 -12.02000 -6.80882
H: -17.18924 -12.82457 -3.77477
H: -16.30904 -13.80673 -4.96360
H: -17.84176 -13.16279 -5.34331
H: -16.78190 -10.79025 -5.64619
H: -14.36744 -10.50734 -5.10564
H: -14.40687 -12.06052 -4.35715
H: -14.03286 -9.54662 -2.83522
H: -15.44884 -9.48343 -1.83413
H: -15.39353 -8.65071 -3.51629
H: -15.07201 -11.29997 -7.20878
H: -15.02116 -12.79540 -6.68587
C: -7.75871 -9.30439 -9.23986
C: -7.64009 -9.95096 -7.85725
C: -7.92346 -9.00100 -6.73159
O: -6.78611 -8.10063 -6.51943
C: -6.82316 -7.52531 -5.22476
N: -8.44789 -11.17813 -7.87687
H: -6.95945 -9.61845 -9.91116
H: -7.63038 -8.22234 -9.21125
H: -8.78336 -9.37884 -9.60408
H: -6.65355 -10.39902 -7.73858
H: -8.21246 -9.61775 -5.88058
H: -8.87405 -8.46959 -6.68602
H: -7.72253 -6.92920 -5.07014
H: -5.97650 -6.84137 -5.16585
H: -6.59056 -8.21675 -4.41488
H: -8.12329 -11.67661 -7.06063
H: -9.43220 -10.97603 -7.77494

Its total energy is -2397.6658 hartree. The frontier orbital gap (alpha / beta) comes out at 8.35 / 2.14 eV. As for the HOMO energy (alpha / beta): -10.361 / -10.312 eV. The molar mass is 688.87 g/mol. Its spin multiplicity is 2. The total charge is +1. The expectation value of S² is 0.757.



# 2
Entry from the OMol25 dataset: a 10-piece molecular cluster, C22H68N16O10 overall (ωB97M-V with the def2-TZVPD basis set).

Cartesian coordinates (Å):
C: 4.66508 0.36783 0.19412
O: 3.77046 -0.36112 1.01432
C: 3.58694 0.28631 2.25941
C: 2.81823 -0.52505 3.26455
C: 2.65689 0.03782 4.70404
N: 3.50760 -1.78308 3.55326
H: 5.44043 0.86069 0.78395
H: 4.17484 1.13015 -0.42260
H: 5.04681 -0.35862 -0.52371
H: 4.59289 0.56549 2.59480
H: 3.01490 1.21431 2.11922
H: 1.83227 -0.75886 2.84960
H: 1.88481 0.77595 4.93121
H: 3.62192 0.44615 5.02033
H: 2.52782 -0.75316 5.44265
H: 3.97764 -2.17487 2.74557
H: 3.01587 -2.54476 3.99418
C: -4.29970 1.56838 0.79730
O: -5.24295 0.52934 0.94700
C: -4.63447 -0.71983 1.14485
C: -5.62229 -1.89249 1.35338
C: -6.50110 -1.86623 2.58588
N: -4.81395 -3.10697 1.44817
H: -4.83238 2.37156 0.28767
H: -3.43859 1.21794 0.22748
H: -4.00188 1.96614 1.77153
H: -4.13809 -0.98138 0.19719
H: -3.82764 -0.61339 1.87981
H: -6.25272 -1.97051 0.45766
H: -7.08466 -0.95363 2.71895
H: -5.75027 -1.94408 3.37474
H: -7.23748 -2.66983 2.56804
H: -5.44300 -3.87849 1.24181
H: -4.18607 -3.12506 0.63654
C: -2.40326 -1.28777 -4.37645
O: -2.55746 0.09694 -4.22201
C: -1.96789 0.64460 -3.03754
C: -2.23892 2.15298 -3.08636
C: -1.92150 2.78276 -4.42877
N: -1.40410 2.86440 -2.11571
H: -1.35854 -1.60731 -4.40161
H: -2.85680 -1.56053 -5.32870
H: -2.90398 -1.80877 -3.55532
H: -2.37529 0.14979 -2.15095
H: -0.88596 0.48700 -3.09365
H: -3.29590 2.25179 -2.82457
H: -0.87947 3.03287 -4.64906
H: -2.40664 3.75225 -4.55592
H: -2.17924 2.15047 -5.27973
H: -1.44326 2.50357 -1.16860
H: -0.43603 2.65710 -2.39573
C: -2.46031 -4.97133 -1.28105
O: -2.72359 -3.83887 -0.47288
C: -1.65870 -2.97077 -0.16999
C: -0.87321 -3.52660 1.01973
C: -1.56048 -3.54853 2.38243
N: 0.43048 -2.84134 1.12555
H: -2.40811 -4.59157 -2.30259
H: -3.33168 -5.60869 -1.12976
H: -1.60269 -5.54272 -0.91771
H: -1.06630 -2.72424 -1.05924
H: -2.02759 -1.97112 0.07750
H: -0.56838 -4.53843 0.71284
H: -1.94803 -2.54714 2.57149
H: -0.84984 -3.84521 3.15237
H: -2.37941 -4.26156 2.30794
H: 0.82992 -2.77951 0.19742
H: 1.09595 -3.25475 1.76362
N: 5.16240 -1.10522 -4.40621
C: 4.55144 0.09806 -4.26703
N: 3.49197 0.03732 -3.41459
O: 4.81289 1.05501 -4.99214
H: 5.95616 -1.27758 -4.99238
H: 4.77206 -1.86958 -3.88757
H: 3.35441 -0.71904 -2.76979
H: 2.96541 0.89609 -3.30533
N: -0.47063 -0.00521 1.52615
C: -0.03109 0.86650 0.59433
N: 0.62209 0.30265 -0.45574
O: -0.31168 2.06979 0.71068
H: -0.97197 0.46401 2.28516
H: -0.23140 -0.98750 1.62526
H: 0.88257 0.89652 -1.24615
H: 0.90604 -0.66122 -0.57759
N: 1.32708 3.83968 -1.10032
C: 1.98299 3.11812 -2.00382
N: 3.21070 3.59290 -2.34817
O: 1.50744 2.12891 -2.61568
H: 0.49338 3.48261 -0.66017
H: 1.84139 4.57648 -0.62774
H: 3.61229 4.41544 -1.93499
H: 3.52868 3.18918 -3.21571
N: 2.76679 4.03160 1.92981
C: 3.21449 5.22719 1.50279
N: 4.01833 5.86972 2.41114
O: 3.03458 5.61519 0.34531
H: 2.48403 3.41058 1.18574
H: 2.94130 3.72305 2.86698
H: 3.87048 5.64756 3.37872
H: 4.36249 6.77769 2.14996
N: -0.49624 2.99904 3.43101
C: -1.41847 2.22410 4.08784
N: -1.74914 2.79195 5.27991
O: -1.91815 1.17946 3.66949
H: -0.31163 2.70095 2.47234
H: -0.21053 3.88531 3.78738
H: -2.41341 2.33674 5.88093
H: -1.19699 3.56231 5.59264
N: 1.79831 -4.16322 -2.11893
C: 1.63861 -2.94508 -2.64360
N: 1.77588 -2.83268 -4.00038
O: 1.60373 -1.92685 -1.93506
H: 1.95668 -4.27645 -1.13372
H: 1.75292 -5.00042 -2.67307
H: 1.61646 -3.63337 -4.58325
H: 1.70296 -1.86467 -4.27431

Its total energy is -2507.7139 hartree. The frontier orbital gap comes out at 8.19 eV. As for the HOMO energy: -8.231 eV. As for the SMILES: COC[C@H](C)N.COC[C@H](C)N.COC[C@H](C)N.COC[C@H](C)N.NC(N)=O.NC(N)=O.NC(N)=O.NC(N)=O.NC(N)=O.NC(N)=O. The molar mass is 716.89 g/mol. Its spin multiplicity is 1. The energy above the lowest of the compared OMol25 structures with the same formula, charge and spin comes out at 0.0 kcal per mole.